(1)
A 6-piece molecular cluster, C42H70BrNO22 overall, computed with ωB97M-V/def2-TZVPD.

Gap between HOMO and LUMO, eV: 8.1067
Energy, eV: -161256.5322
SMILES: CCOCCOC[C@H]1OC(=O)[C@H](COc2cc(C)ccc2C(C)C)[C@]1(C[C@H](C)Br)N(C(C)=O)C(C)=O.COC(=O)OC.COC(=O)OC.COC(=O)OC.COC(=O)OC.COC(=O)OC

Last column: Mulliken charge in e.
Positions of all 136 atoms, in Å:
1 C 9.526 -2.236 5.010  -1.158
2 C 8.975 -1.511 3.693  0.618
3 O 9.999 -1.046 2.783  -0.385
4 C 9.904 -1.673 1.487  -0.497
5 C 8.901 -0.897 0.457  -0.548
6 O 8.240 0.223 1.093  -0.109
7 C 7.037 0.618 0.380  -1.097
8 C 6.951 2.211 0.443  0.303
9 O 6.054 2.667 -0.640  -0.467
10 C 4.806 3.217 -0.143  0.362
11 O 4.021 4.010 -0.677  -0.565
12 C 4.774 2.532 1.341  -0.041
13 C 3.494 2.915 2.212  -1.091
14 O 2.835 1.686 2.587  -0.213
15 C 1.430 1.713 2.417  -0.019
16 C 0.634 2.167 1.178  -0.379
17 C -0.915 2.143 1.048  0.473
18 C -1.633 2.666 -0.306  -0.890
19 C -1.726 1.587 2.248  -0.744
20 C -0.987 1.085 3.523  -0.398
21 C 0.582 1.151 3.622  0.249
22 C 1.305 0.605 4.937  1.299
23 C 1.334 1.636 6.171  -0.802
24 C 0.561 -0.800 5.312  -1.362
25 C 6.265 2.940 1.737  1.190
26 C 6.979 2.465 3.077  -0.259
27 C 6.323 1.384 4.021  -0.582
28 C 5.754 0.043 3.392  -0.313
29 Br 4.932 2.111 5.299  -0.147
30 N 6.533 4.390 1.580  0.444
31 C 5.698 5.311 2.349  0.567
32 C 5.931 5.859 3.834  -1.142
33 O 4.679 5.785 1.756  -0.528
34 C 7.928 4.811 1.473  0.530
35 C 8.985 5.103 2.631  -1.046
36 O 8.358 5.025 0.295  -0.582
37 H 8.609 -2.391 5.700  0.322
38 H 9.916 -3.283 4.772  0.304
39 H 10.255 -1.589 5.602  0.284
40 H 8.414 -0.565 4.057  -0.498
41 H 8.189 -2.148 3.159  0.325
42 H 10.969 -1.677 1.050  0.301
43 H 9.524 -2.747 1.568  0.307
44 H 9.580 -0.450 -0.370  0.268
45 H 8.143 -1.590 -0.041  0.439
46 H 7.236 0.355 -0.733  0.577
47 H 6.096 0.048 0.670  0.233
48 H 8.006 2.503 0.137  0.391
49 H 4.537 1.449 1.035  0.342
50 H 2.850 3.612 1.547  0.546
51 H 3.738 3.575 3.131  -0.018
52 H 1.234 2.569 0.278  0.258
53 H -2.549 2.030 -0.581  0.133
54 H -1.930 3.769 -0.135  0.268
55 H -0.926 2.615 -1.209  0.247
56 H -2.864 1.561 2.148  0.291
57 H -1.631 0.648 4.369  0.132
58 H 2.384 0.292 4.665  -0.264
59 H 0.599 1.296 6.983  0.371
60 H 2.410 1.623 6.586  0.106
61 H 1.019 2.660 5.779  0.106
62 H 1.246 -1.463 5.953  0.350
63 H 0.283 -1.358 4.340  0.311
64 H -0.421 -0.557 5.843  0.318
65 H 8.046 2.104 2.805  0.051
66 H 7.155 3.402 3.733  0.108
67 H 7.162 1.047 4.746  0.584
68 H 6.528 -0.603 2.834  -0.329
69 H 5.405 -0.619 4.277  0.494
70 H 4.854 0.140 2.705  -0.070
71 H 5.033 6.496 4.160  0.361
72 H 6.821 6.595 3.769  0.324
73 H 6.111 5.053 4.620  0.236
74 H 9.686 5.977 2.352  0.310
75 H 9.681 4.176 2.664  0.232
76 H 8.550 5.200 3.678  0.289
77 C -2.732 -0.457 -5.689  -0.534
78 O -1.525 0.100 -6.206  -0.336
79 C -1.032 1.116 -5.478  0.781
80 O -1.517 1.566 -4.469  -0.538
81 O 0.096 1.544 -6.070  -0.319
82 C 0.733 2.630 -5.400  -0.587
83 H -3.039 -1.266 -6.353  0.214
84 H -2.569 -0.872 -4.692  0.273
85 H -3.526 0.294 -5.670  0.288
86 H 1.033 2.338 -4.391  0.273
87 H 0.077 3.503 -5.370  0.284
88 H 1.629 2.891 -5.964  0.205
89 C -5.309 -4.903 -2.200  -0.382
90 O -5.972 -3.748 -1.688  -0.337
91 C -5.523 -2.587 -2.193  0.804
92 O -4.642 -2.462 -3.009  -0.525
93 O -6.226 -1.590 -1.631  -0.330
94 C -5.852 -0.287 -2.079  -0.534
95 H -5.749 -5.780 -1.726  0.222
96 H -5.456 -4.984 -3.280  0.067
97 H -4.245 -4.877 -1.955  0.291
98 H -6.020 -0.186 -3.153  0.275
99 H -4.809 -0.078 -1.830  0.228
100 H -6.482 0.437 -1.561  0.220
101 C -1.717 4.945 5.379  -0.515
102 O -2.576 5.362 6.440  -0.306
103 C -2.810 4.415 7.362  0.763
104 O -2.366 3.293 7.356  -0.529
105 O -3.626 4.935 8.295  -0.326
106 C -3.963 4.033 9.347  -0.608
107 H -1.597 5.786 4.695  0.258
108 H -0.732 4.673 5.765  0.220
109 H -2.160 4.113 4.828  0.251
110 H -3.067 3.723 9.890  0.287
111 H -4.495 3.164 8.953  0.284
112 H -4.622 4.558 10.038  0.216
113 C -9.731 -7.381 -6.686  -0.499
114 O -8.612 -6.813 -6.007  -0.317
115 C -7.907 -5.940 -6.746  0.726
116 O -8.144 -5.622 -7.886  -0.543
117 O -6.891 -5.484 -5.994  -0.249
118 C -6.050 -4.541 -6.656  -0.642
119 H -10.226 -8.068 -5.999  0.265
120 H -10.444 -6.605 -6.971  0.148
121 H -9.404 -7.946 -7.562  0.286
122 H -6.617 -3.651 -6.939  0.322
123 H -5.577 -4.992 -7.531  0.322
124 H -5.267 -4.242 -5.957  0.170
125 C -15.756 -8.583 -9.579  -0.624
126 O -14.638 -8.015 -8.900  -0.303
127 C -13.931 -7.142 -9.637  0.747
128 O -14.166 -6.823 -10.777  -0.532
129 O -12.916 -6.687 -8.884  -0.263
130 C -12.073 -5.743 -9.544  -0.596
131 H -16.251 -9.269 -8.891  0.219
132 H -16.469 -7.806 -9.864  0.288
133 H -15.429 -9.148 -10.455  0.289
134 H -12.639 -4.853 -9.828  0.320
135 H -11.599 -6.195 -10.418  0.314
136 H -11.291 -5.445 -8.844  0.146

***

(2)
A 6-piece molecular cluster, C42H72BBrF3NO17P overall, computed with ωB97M-V/def2-TZVPD.

Gap between HOMO and LUMO, eV: 7.0394
Energy, eV: -169173.2458
Net charge: +1

Last column: Mulliken charge in e.
Positions of all 138 atoms, in Å:
1 C 4.939 -0.491 2.779  -1.366
2 C 3.803 0.317 2.145  -0.376
3 C 2.471 -0.409 2.267  0.213
4 O 1.357 0.533 2.341  -0.499
5 N 0.216 -0.102 1.974  1.226
6 C -0.443 0.232 0.936  -2.308
7 B 0.208 1.455 0.107  0.719
8 O -0.421 2.670 0.191  -0.597
9 C 1.529 1.379 -0.744  0.404
10 C 1.393 0.727 -2.141  -1.431
11 C -1.657 -0.658 0.735  2.119
12 C -2.957 0.120 1.114  -0.869
13 C -3.292 1.342 0.251  -0.440
14 O -3.499 2.423 1.159  -0.703
15 C -4.591 1.213 -0.603  0.229
16 F -5.465 0.349 -0.133  -0.241
17 F -4.338 0.972 -1.865  -0.251
18 F -5.210 2.393 -0.605  -0.292
19 P -1.796 -1.284 -1.063  0.013
20 C -3.523 -1.843 -1.367  -1.208
21 O -1.591 0.041 -2.039  -0.622
22 C -1.222 -1.836 1.710  3.139
23 C -0.186 -2.687 0.894  -2.669
24 O 0.727 -3.373 1.748  0.041
25 C 1.001 -4.663 1.343  -0.683
26 O 1.887 -4.653 0.244  -0.278
27 C 2.130 -5.988 -0.223  -0.555
28 C 1.889 -5.993 -1.724  -0.124
29 O 0.485 -5.890 -1.952  -0.610
30 C -2.440 -2.750 2.044  0.411
31 C -2.101 -4.231 2.328  -1.455
32 C -3.370 -2.301 3.189  -1.076
33 C -4.790 -2.934 3.103  -0.661
34 C -5.790 -1.940 2.482  -1.125
35 C -0.380 -1.192 2.777  -1.585
36 Br -1.234 -0.100 4.221  -0.042
37 H 4.722 -0.756 3.813  0.414
38 H 5.861 0.079 2.727  0.227
39 H 5.091 -1.389 2.182  0.368
40 H 4.049 0.383 1.090  0.073
41 H 3.787 1.339 2.517  0.393
42 H 2.513 -1.092 3.116  0.280
43 H 2.334 -0.997 1.359  0.189
44 H -0.849 2.693 1.066  0.405
45 H 1.869 2.400 -0.904  0.491
46 H 2.317 0.868 -0.192  -0.309
47 H 0.583 1.140 -2.735  0.308
48 H 1.365 -0.362 -2.085  0.264
49 H 2.309 0.951 -2.687  0.483
50 H -3.775 -0.582 1.214  -0.134
51 H -2.808 0.502 2.123  0.689
52 H -2.505 1.671 -0.427  0.827
53 H -3.151 3.227 0.751  0.465
54 H -4.220 -1.747 -0.535  0.161
55 H -3.450 -2.907 -1.588  0.483
56 H -3.957 -1.392 -2.254  0.369
57 H -0.925 -0.208 -2.696  0.427
58 H 0.424 -2.059 0.238  0.620
59 H -0.668 -3.400 0.231  0.700
60 H 1.449 -5.210 2.179  0.466
61 H 0.109 -5.226 1.041  0.329
62 H 3.163 -6.254 0.005  0.360
63 H 1.484 -6.719 0.268  0.344
64 H 2.370 -5.094 -2.118  0.282
65 H 2.278 -6.897 -2.163  0.073
66 H 0.176 -5.048 -1.594  0.293
67 H -3.062 -2.772 1.144  -0.456
68 H -1.195 -4.365 2.913  0.173
69 H -2.914 -4.739 2.835  0.581
70 H -2.009 -4.737 1.368  0.301
71 H -3.519 -1.231 3.279  0.406
72 H -2.943 -2.622 4.142  0.644
73 H -5.104 -3.062 4.137  0.418
74 H -4.774 -3.880 2.569  0.359
75 H -5.568 -0.913 2.757  0.291
76 H -5.722 -2.017 1.391  0.151
77 H -6.819 -2.191 2.724  0.482
78 H 0.300 -1.776 3.374  0.822
79 O -7.304 8.114 2.478  -0.573
80 C -7.194 7.090 1.868  0.435
81 O -7.081 5.879 2.468  -0.371
82 C -6.856 4.860 1.479  -0.170
83 C -7.387 5.442 0.178  -0.500
84 C -7.117 6.932 0.362  -0.355
85 H -5.784 4.651 1.435  0.088
86 H -7.379 3.952 1.771  0.325
87 H -6.921 5.011 -0.707  0.283
88 H -8.462 5.270 0.107  0.283
89 H -6.115 7.211 0.031  0.288
90 H -7.862 7.549 -0.131  0.267
91 O -13.428 10.367 3.533  -0.557
92 C -12.314 10.191 3.139  0.440
93 O -12.021 9.907 1.842  -0.375
94 C -10.615 9.643 1.704  -0.233
95 C -9.961 10.319 2.895  -0.372
96 C -11.042 10.199 3.964  -0.417
97 H -10.463 8.560 1.707  0.147
98 H -10.265 10.044 0.754  0.283
99 H -9.010 9.870 3.173  0.265
100 H -9.783 11.373 2.671  0.262
101 H -10.973 9.257 4.511  0.268
102 H -11.033 11.038 4.654  0.294
103 O 5.407 2.389 0.653  -0.619
104 C 6.552 2.306 0.294  0.582
105 O 6.905 2.011 -0.972  -0.367
106 C 8.344 1.878 -1.066  -0.023
107 C 8.888 2.654 0.119  -0.579
108 C 7.787 2.465 1.158  -0.445
109 H 8.597 0.816 -1.020  0.212
110 H 8.688 2.281 -2.013  0.035
111 H 9.868 2.311 0.443  0.348
112 H 8.971 3.711 -0.138  0.307
113 H 7.927 1.553 1.742  0.190
114 H 7.689 3.324 1.817  0.376
115 O 10.103 2.587 -3.568  -0.621
116 C 10.329 1.557 -4.137  0.596
117 O 10.542 0.387 -3.487  -0.351
118 C 10.895 -0.642 -4.431  -0.437
119 C 10.348 -0.162 -5.766  -0.477
120 C 10.466 1.354 -5.632  -0.459
121 H 11.982 -0.745 -4.439  0.272
122 H 10.455 -1.585 -4.115  0.307
123 H 10.880 -0.574 -6.621  0.325
124 H 9.297 -0.441 -5.858  0.269
125 H 11.445 1.718 -5.947  0.271
126 H 9.679 1.877 -6.167  0.289
127 O 4.490 -7.532 -2.217  -0.603
128 C 4.429 -8.371 -3.073  0.584
129 O 4.287 -9.687 -2.805  -0.358
130 C 4.355 -10.449 -4.025  -0.457
131 C 3.997 -9.466 -5.127  -0.481
132 C 4.537 -8.153 -4.569  -0.385
133 H 5.368 -10.843 -4.130  0.278
134 H 3.659 -11.282 -3.967  0.319
135 H 4.408 -9.739 -6.097  0.322
136 H 2.912 -9.402 -5.229  0.266
137 H 5.585 -7.998 -4.826  0.280
138 H 3.942 -7.298 -4.879  0.263

***

(3)
A 5-piece molecular cluster, C42H72F12N3O11Si overall, computed with ωB97M-V/def2-TZVPD.

Gap between HOMO and LUMO, eV: 7.3287
Energy, eV: -112189.6840
Net charge: +1

Last column: Mulliken charge in e.
Positions of all 141 atoms, in Å:
1 C 7.035 -3.311 1.118  -0.456
2 C 7.045 -4.051 -0.083  -0.132
3 C 7.258 -3.324 -1.507  0.542
4 O 8.343 -2.840 -1.876  -0.503
5 O 6.078 -3.285 -2.343  -0.387
6 C 5.058 -2.563 -1.557  -0.026
7 C 4.197 -1.699 -2.595  -0.522
8 C 2.663 -1.488 -2.183  -0.631
9 C 2.424 -0.979 -0.680  -0.567
10 C 3.479 0.103 -0.151  0.188
11 C 3.726 1.331 -1.193  -0.343
12 C 3.520 2.736 -0.461  -1.438
13 C 4.059 4.099 -1.126  0.637
14 Si 4.116 4.321 -3.039  0.312
15 C 5.945 4.575 -3.581  -1.039
16 C 3.166 3.005 -4.049  -0.781
17 C 3.234 6.016 -3.410  -0.982
18 N 2.877 4.999 -0.743  -0.458
19 C 1.704 4.116 -0.777  -0.727
20 N 0.552 4.260 -1.405  0.116
21 N 2.134 2.941 0.038  1.129
22 C 1.942 3.296 1.477  -0.718
23 C 1.141 2.210 2.341  -1.038
24 C 0.000 1.408 1.547  -0.032
25 C -1.478 1.914 1.995  -0.643
26 C -1.706 3.316 1.194  0.170
27 C -2.518 3.033 -0.179  -0.834
28 C -4.014 2.575 0.186  -0.652
29 C -4.495 1.475 -0.916  -0.151
30 C -6.005 1.818 -1.378  -0.714
31 C -6.506 0.590 -2.271  -0.539
32 O -6.555 -0.674 -1.547  -0.281
33 C -6.676 -1.682 -2.611  -0.718
34 H 7.109 -2.167 1.116  0.207
35 H 6.980 -3.917 2.094  0.226
36 H 6.876 -5.186 -0.142  0.304
37 H 5.641 -1.836 -0.887  0.092
38 H 4.452 -3.271 -0.903  0.180
39 H 4.221 -2.235 -3.608  0.457
40 H 4.760 -0.708 -2.750  -0.054
41 H 2.125 -2.491 -2.367  0.397
42 H 2.221 -0.719 -2.899  0.243
43 H 1.327 -0.633 -0.604  0.041
44 H 2.499 -1.890 0.023  0.383
45 H 4.506 -0.313 0.106  0.107
46 H 3.002 0.590 0.781  0.005
47 H 2.866 1.235 -1.960  -0.241
48 H 4.688 1.231 -1.791  0.294
49 H 4.219 2.623 0.456  0.273
50 H 4.967 4.637 -0.695  0.540
51 H 6.363 3.588 -3.964  0.309
52 H 5.972 5.401 -4.387  0.289
53 H 6.512 4.969 -2.655  0.301
54 H 2.215 2.606 -3.567  0.194
55 H 2.977 3.388 -5.122  0.404
56 H 3.867 2.095 -4.186  0.204
57 H 3.343 6.237 -4.528  0.364
58 H 2.103 5.941 -3.197  0.155
59 H 3.713 6.832 -2.753  0.268
60 H 3.146 5.400 0.165  0.411
61 H -0.010 3.397 -1.544  0.258
62 H 0.194 5.133 -1.812  0.349
63 H 2.958 3.461 2.004  0.310
64 H 1.406 4.317 1.559  0.613
65 H 0.602 2.798 3.177  0.306
66 H 1.829 1.475 2.907  0.466
67 H 0.031 1.514 0.414  -0.181
68 H 0.130 0.290 1.800  0.430
69 H -2.196 1.105 1.592  0.307
70 H -1.579 2.035 3.122  0.242
71 H -0.702 3.824 0.990  -0.128
72 H -2.296 4.017 1.866  0.238
73 H -1.962 2.307 -0.869  0.335
74 H -2.622 4.023 -0.769  0.209
75 H -4.711 3.473 0.247  0.454
76 H -4.087 2.030 1.196  0.327
77 H -4.492 0.413 -0.471  -0.142
78 H -3.804 1.437 -1.829  0.243
79 H -6.003 2.767 -2.023  0.296
80 H -6.647 2.037 -0.462  0.334
81 H -5.728 0.455 -3.117  0.372
82 H -7.557 0.795 -2.662  0.302
83 H -7.420 -2.500 -2.289  0.311
84 H -5.678 -2.195 -2.854  0.195
85 H -7.074 -1.246 -3.589  0.406
86 C -5.995 6.349 5.677  -1.129
87 C -4.791 6.221 6.589  -0.182
88 O -3.825 5.311 6.035  -0.311
89 C -3.028 5.810 5.073  0.021
90 O -3.086 6.939 4.659  -0.510
91 C -2.026 4.756 4.609  1.292
92 F -2.604 3.558 4.388  -0.280
93 F -1.057 4.548 5.523  -0.292
94 F -1.403 5.099 3.461  -0.242
95 H -6.424 5.365 5.468  0.305
96 H -6.760 6.979 6.134  0.377
97 H -5.718 6.786 4.715  0.316
98 H -5.100 5.803 7.549  0.331
99 H -4.333 7.192 6.794  0.321
100 C -1.716 -4.977 -6.741  -1.111
101 C -2.358 -4.873 -5.371  -0.186
102 O -3.532 -4.044 -5.420  -0.312
103 C -4.651 -4.633 -5.888  0.327
104 O -4.710 -5.773 -6.263  -0.504
105 C -5.825 -3.660 -5.844  0.899
106 F -5.508 -2.441 -6.329  -0.260
107 F -6.266 -3.465 -4.582  -0.237
108 F -6.882 -4.086 -6.555  -0.247
109 H -1.504 -3.981 -7.141  0.302
110 H -0.783 -5.542 -6.687  0.371
111 H -2.379 -5.472 -7.452  0.325
112 H -1.665 -4.394 -4.676  0.296
113 H -2.598 -5.857 -4.961  0.320
114 C 5.075 -6.466 7.101  -1.104
115 C 5.726 -5.266 6.441  -0.225
116 O 5.138 -5.009 5.155  -0.274
117 C 3.962 -4.351 5.164  0.297
118 O 3.395 -3.988 6.162  -0.512
119 C 3.475 -4.107 3.739  0.934
120 F 3.572 -5.206 2.964  -0.258
121 F 4.192 -3.141 3.124  -0.236
122 F 2.189 -3.720 3.686  -0.249
123 H 5.121 -7.337 6.443  0.305
124 H 5.573 -6.707 8.042  0.369
125 H 4.019 -6.278 7.309  0.317
126 H 6.783 -5.473 6.266  0.325
127 H 5.672 -4.377 7.075  0.314
128 C -4.954 -2.919 0.028  -0.748
129 C -5.222 -4.016 1.039  -0.452
130 O -4.304 -5.108 0.861  -0.330
131 C -3.075 -4.938 1.386  0.381
132 O -2.718 -3.946 1.969  -0.523
133 C -2.222 -6.183 1.165  0.858
134 F -2.306 -6.648 -0.099  -0.240
135 F -2.599 -7.196 1.972  -0.254
136 F -0.916 -5.967 1.405  -0.235
137 H -4.978 -3.319 -0.989  0.196
138 H -5.697 -2.124 0.112  0.384
139 H -3.964 -2.482 0.174  0.280
140 H -6.224 -4.420 0.885  0.362
141 H -5.180 -3.640 2.065  0.329

***

Which of these has the lowest energy? C42H72BBrF3NO17P